(1)
This record from the Open Molecules 2025 dataset describes a structure of composition C53H32Br2F9N2O6PS in a non-equilibrium geometry. The level of theory is ωB97M-V with the def2-TZVPD basis set.

The geometry in XYZ format:
```
106
Properties=species:S:1:pos:R:3:lowdin_charge:R:1
C 3.39 0.43 2.24 -0.14
C 3.59 -1.03 1.95 -0.71
Br 3.54 -2.01 3.63 0.70
C 2.72 -1.72 0.82 -0.67
Br 1.76 -3.32 1.39 0.78
C 1.82 -0.82 -0.09 -0.52
C 2.74 0.12 -0.73 -0.31
N 3.45 0.91 -1.16 0.24
P 1.34 -1.92 -1.58 0.44
S 2.91 -2.50 -2.56 0.28
C 0.69 0.07 0.52 -0.14
C -0.20 0.57 -0.54 -0.21
N -0.89 0.97 -1.36 0.23
C -0.20 -0.39 1.70 -0.37
F -0.81 0.76 2.14 0.11
F 0.56 -0.83 2.72 0.10
C -1.35 -1.43 1.41 -0.33
F -1.17 -1.99 0.19 0.10
F -1.29 -2.40 2.35 0.13
C -2.79 -0.85 1.47 -0.34
F -3.09 -0.54 2.75 0.16
F -2.88 0.25 0.70 0.14
C -3.87 -1.85 0.94 -0.55
F -3.78 -1.99 -0.37 0.19
F -3.77 -3.04 1.52 0.19
F -5.07 -1.33 1.24 0.19
H 2.39 0.71 2.54 0.07
H 3.70 1.04 1.40 0.07
H 4.05 0.70 3.07 0.08
H 4.61 -1.17 1.64 0.09
H 3.43 -2.15 0.13 0.04
H 0.58 -2.97 -1.08 -0.05
H 0.47 -1.15 -2.36 0.00
H 1.16 0.98 0.89 0.15
C -11.22 -0.69 -5.05 -0.06
C -10.31 -1.04 -6.04 -0.06
C -8.97 -0.75 -5.88 0.00
C -8.53 -0.10 -4.73 -0.08
C -9.45 0.27 -3.75 -0.08
C -10.80 -0.04 -3.91 0.00
C -9.02 1.00 -2.52 -0.28
O -9.82 1.31 -1.67 0.11
C -7.58 1.34 -2.39 -0.08
C -7.15 2.06 -1.28 0.00
C -5.82 2.38 -1.13 -0.06
C -4.89 1.97 -2.09 -0.06
C -5.31 1.25 -3.20 0.00
C -6.65 0.94 -3.36 -0.08
C -7.08 0.19 -4.57 -0.28
O -6.27 -0.18 -5.40 0.11
H -12.27 -0.93 -5.18 0.11
H -10.65 -1.55 -6.94 0.11
H -8.24 -1.03 -6.63 0.12
H -11.50 0.25 -3.14 0.12
H -7.88 2.37 -0.54 0.12
H -5.49 2.94 -0.27 0.11
H -3.84 2.21 -1.96 0.10
H -4.59 0.93 -3.94 0.12
C 6.39 -5.07 -4.35 -0.05
C 5.81 -4.06 -3.60 -0.08
C 6.13 -3.92 -2.26 -0.02
C 7.01 -4.81 -1.66 -0.08
C 7.59 -5.83 -2.42 -0.08
C 7.28 -5.96 -3.76 0.00
C 8.51 -6.82 -1.79 -0.28
O 9.02 -7.71 -2.44 0.11
C 8.80 -6.68 -0.33 -0.08
C 9.62 -7.61 0.29 0.00
C 9.91 -7.49 1.64 -0.06
C 9.38 -6.43 2.37 -0.06
C 8.55 -5.51 1.76 0.00
C 8.25 -5.63 0.41 -0.08
C 7.34 -4.63 -0.22 -0.27
O 6.88 -3.71 0.42 0.10
H 6.15 -5.17 -5.40 0.11
H 5.11 -3.37 -4.06 0.06
H 5.68 -3.13 -1.67 0.09
H 7.73 -6.75 -4.34 0.12
H 10.04 -8.42 -0.30 0.12
H 10.55 -8.21 2.12 0.11
H 9.60 -6.34 3.43 0.11
H 8.13 -4.69 2.33 0.12
C 1.23 9.57 4.09 -0.06
C 1.15 9.60 2.70 -0.06
C 0.52 8.58 2.02 0.00
C -0.04 7.52 2.71 -0.08
C 0.06 7.47 4.11 -0.08
C 0.69 8.51 4.79 0.00
C -0.50 6.33 4.88 -0.28
O -0.42 6.29 6.09 0.11
C -1.14 5.22 4.12 -0.08
C -1.62 4.11 4.81 0.00
C -2.23 3.08 4.12 -0.05
C -2.37 3.15 2.73 -0.07
C -1.89 4.24 2.04 0.00
C -1.27 5.28 2.73 -0.08
C -0.73 6.44 1.96 -0.28
O -0.85 6.50 0.75 0.11
H 1.72 10.37 4.62 0.11
H 1.59 10.43 2.16 0.11
H 0.45 8.60 0.94 0.12
H 0.74 8.47 5.87 0.12
H -1.52 4.07 5.88 0.12
H -2.60 2.22 4.65 0.11
H -2.85 2.35 2.20 0.09
H -1.99 4.30 0.96 0.12
```

The value obtained for the lowest unoccupied orbital energy is -1.1 eV. The highest occupied orbital energy comes out at -9.5 eV. The calculation puts the orbital gap at 8.43 eV.



(2)
This record from the Open Molecules 2025 dataset describes a structure of composition C53H39CoN7P2S4Se2 in a non-equilibrium geometry. The level of theory is ωB97M-V with the def2-TZVPD basis set.

The geometry in XYZ format:
```
108
Properties=species:S:1:pos:R:3:mulliken_spin:R:1
Co 1.44 -1.94 0.44 2.76
Se -2.16 -0.48 -5.89 0.00
P -1.36 0.33 -4.11 0.00
C -2.61 0.71 -2.92 0.00
C -3.70 1.57 -3.25 0.00
C -4.64 1.88 -2.30 0.00
C -4.50 1.39 -1.03 0.00
C -3.47 0.49 -0.73 0.00
C -2.51 0.19 -1.66 0.00
C -0.60 1.96 -4.54 0.00
C -1.32 3.13 -4.25 0.00
C -0.98 4.33 -4.80 0.00
C 0.23 4.45 -5.43 0.00
C 1.08 3.37 -5.62 0.00
C 0.62 2.09 -5.22 0.00
C -0.12 -0.70 -3.31 -0.01
C 0.86 -0.47 -2.29 0.01
N 1.19 -1.70 -1.78 -0.01
N 0.52 -2.57 -2.48 0.00
N -0.23 -2.01 -3.39 0.01
P 1.68 0.93 -1.40 0.00
Se 2.71 0.38 0.44 0.06
C 0.55 2.22 -1.09 0.00
C -0.38 2.09 -0.04 -0.02
C -1.12 3.17 0.34 0.00
C -1.03 4.40 -0.40 0.00
C -0.09 4.50 -1.45 0.00
C 0.76 3.46 -1.77 0.00
C 3.05 1.67 -2.36 -0.01
C 3.97 2.60 -1.85 0.02
C 5.06 3.00 -2.61 0.00
C 5.23 2.50 -3.87 0.00
C 4.31 1.61 -4.36 0.00
C 3.28 1.17 -3.65 0.00
H -3.71 1.92 -4.26 0.00
H -5.57 2.39 -2.62 0.00
H -5.22 1.51 -0.29 0.00
H -3.47 0.13 0.26 0.00
H -1.66 -0.46 -1.37 0.00
H -2.22 3.17 -3.56 0.00
H -1.47 5.29 -4.62 0.00
H 0.48 5.46 -5.82 0.00
H 2.09 3.56 -6.07 0.00
H 1.15 1.17 -5.31 0.00
H -0.50 1.20 0.54 0.02
H -1.78 3.05 1.16 0.00
H -1.69 5.26 -0.22 0.00
H -0.08 5.42 -2.03 0.00
H 1.50 3.60 -2.60 0.00
H 3.93 3.02 -0.85 0.00
H 5.60 3.85 -2.23 0.00
H 6.11 2.73 -4.47 0.00
H 4.54 1.26 -5.36 0.00
H 2.71 0.31 -4.03 0.00
C -0.52 -1.42 0.98 0.05
C -1.47 -0.92 1.63 0.00
C -2.26 -0.13 2.54 0.01
C -3.64 -0.58 2.70 -0.01
C -4.53 -0.07 3.74 0.01
C -5.57 -0.87 4.17 -0.01
C -5.89 -2.06 3.57 0.01
C -5.19 -2.46 2.41 -0.01
C -4.15 -1.66 1.94 0.02
C -1.60 1.01 3.18 0.01
C -2.30 2.15 3.68 0.01
C -1.53 3.27 4.19 -0.01
C -0.16 3.24 4.23 0.01
C 0.53 2.07 3.76 0.00
C -0.16 1.07 3.22 0.02
H -4.29 0.70 4.32 0.00
H -6.31 -0.47 4.91 0.00
H -6.76 -2.56 3.90 0.00
H -5.23 -3.35 1.87 0.00
H -3.64 -1.93 1.06 0.01
H -3.31 2.36 3.51 0.00
H -2.08 4.12 4.64 0.00
H 0.55 3.99 4.54 0.00
H 1.64 2.11 3.63 0.00
H 0.43 0.34 2.78 0.00
S 4.24 -8.20 -1.62 0.00
C 3.46 -7.00 -2.48 0.00
N 2.80 -6.09 -1.80 0.00
C 2.12 -4.99 -2.35 0.00
C 2.15 -4.81 -3.72 0.00
C 2.98 -5.83 -4.40 0.00
N 3.57 -6.79 -3.78 0.00
H 2.75 -5.97 -0.76 0.00
H 1.58 -4.33 -1.77 0.01
H 1.56 -3.90 -4.23 0.00
H 3.32 -5.69 -5.48 0.00
S 1.72 -6.03 5.80 0.00
C 2.02 -5.02 4.54 0.00
S 2.86 -5.67 3.10 0.00
C 2.71 -4.10 2.33 0.01
N 2.17 -3.17 3.12 0.01
N 1.81 -3.70 4.36 0.00
C 1.54 -2.73 5.34 0.00
C 0.56 -1.80 5.02 0.00
C 0.31 -0.72 5.89 0.00
C 1.04 -0.57 7.07 0.00
C 2.06 -1.60 7.42 0.00
C 2.27 -2.66 6.50 0.00
S 3.12 -3.82 0.74 0.03
H 0.01 -1.83 4.06 0.00
H -0.44 0.07 5.73 0.00
H 0.97 0.34 7.69 0.00
H 2.59 -1.59 8.38 0.00
H 3.14 -3.29 6.60 0.00
```

The value obtained for the lowest unoccupied orbital energy (alpha / beta) is 3.4 / 3.4 eV. The highest occupied orbital energy (alpha / beta) comes out at -1.1 / -1.1 eV. Its spin multiplicity is 4. Its relative energy (zero: lowest compared OMol25 entry of this formula, charge and spin) is 63.7 kcal/mol. The total charge is -2. The calculation puts the orbital gap (alpha / beta) at 4.48 / 4.49 eV.



(3)
This record from the Open Molecules 2025 dataset describes a structure of composition C53H39N4O2SZn. The level of theory is ωB97M-V with the def2-TZVPD basis set.

The geometry in XYZ format:
```
100
Properties=species:S:1:pos:R:3:lowdin_charge:R:1
Zn 0.73 -0.25 -0.07 0.67
C -1.62 -0.28 7.19 -0.10
C -2.35 0.19 6.11 -0.08
C -1.80 0.20 4.84 -0.03
C -0.50 -0.27 4.62 -0.20
C 0.23 -0.74 5.71 -0.04
C -0.33 -0.75 6.99 -0.09
C 0.08 -0.26 3.25 -0.06
C 0.37 -1.48 2.66 -0.23
C 0.15 -2.77 3.30 0.00
C 0.70 -3.69 2.49 0.00
C 1.22 -2.99 1.32 -0.19
C 1.84 -3.57 0.18 -0.04
C 2.59 -4.85 0.23 -0.16
C 3.79 -4.93 -0.49 -0.05
C 4.58 -6.07 -0.50 -0.09
C 4.20 -7.19 0.23 -0.11
C 3.03 -7.13 0.97 -0.09
C 2.24 -5.99 0.97 -0.03
C 1.83 -2.93 -1.08 -0.23
N 1.64 -1.62 -1.33 0.09
C 1.57 -1.46 -2.69 -0.22
C 1.49 -0.26 -3.36 -0.06
C 1.44 -0.30 -4.85 -0.21
C 0.30 -0.77 -5.50 -0.03
C 0.24 -0.81 -6.88 -0.08
C 1.32 -0.38 -7.64 -0.11
C 2.46 0.10 -7.01 -0.09
C 2.52 0.14 -5.62 -0.04
C 1.43 1.03 -2.75 -0.23
C 1.42 2.28 -3.46 -0.01
C 1.31 3.26 -2.52 0.00
C 1.22 2.59 -1.24 -0.24
N 1.32 1.24 -1.43 0.09
C 0.95 3.21 -0.03 -0.06
C 0.69 2.58 1.19 -0.23
C 0.35 3.25 2.42 -0.01
C 0.09 2.27 3.34 -0.01
C 0.28 1.02 2.67 -0.25
N 0.66 1.23 1.39 0.09
C 0.87 4.70 -0.04 -0.21
C -0.36 5.34 -0.03 -0.03
C -0.44 6.73 -0.05 -0.08
C 0.72 7.49 -0.08 -0.10
C 1.96 6.86 -0.09 -0.09
C 2.03 5.47 -0.07 -0.03
C 1.72 -2.76 -3.33 0.01
C 1.91 -3.66 -2.35 -0.01
N 0.98 -1.68 1.45 0.09
H -2.05 -0.29 8.18 0.09
H -3.36 0.55 6.25 0.10
H -2.36 0.56 3.99 0.11
H 1.23 -1.10 5.55 0.12
H 0.25 -1.12 7.82 0.10
H -0.38 -2.94 4.22 0.11
H 0.64 -4.75 2.64 0.08
H 4.14 -4.06 -1.03 0.12
H 5.50 -6.07 -1.07 0.10
H 4.81 -8.08 0.23 0.09
H 2.71 -7.99 1.55 0.10
H 1.33 -6.02 1.54 0.08
H -0.54 -1.10 -4.90 0.13
H -0.65 -1.18 -7.37 0.10
H 1.27 -0.41 -8.72 0.09
H 3.30 0.43 -7.59 0.10
H 3.41 0.50 -5.12 0.12
H 1.48 2.41 -4.53 0.10
H 1.25 4.32 -2.67 0.11
H 0.31 4.31 2.56 0.11
H -0.19 2.40 4.37 0.11
H -1.27 4.74 -0.03 0.11
H -1.41 7.21 -0.05 0.10
H 0.66 8.57 -0.09 0.09
H 2.87 7.45 -0.11 0.10
H 2.99 4.98 -0.08 0.12
H 1.68 -2.95 -4.39 0.11
H 2.02 -4.72 -2.44 0.11
C -4.57 -1.32 2.08 -0.24
S -3.36 -1.64 0.78 0.94
O -4.04 -2.61 -0.14 -0.53
C -3.45 -0.03 0.03 -0.43
C -4.78 0.41 -0.40 -0.08
C -5.16 1.69 -0.38 -0.10
C -4.31 2.71 0.23 -0.11
C -3.12 2.39 0.77 -0.06
C -2.52 1.06 0.65 -0.13
H -5.56 -1.23 1.61 0.05
H -4.31 -0.41 2.60 0.04
H -4.56 -2.17 2.76 0.04
H -5.47 -0.37 -0.72 0.11
H -6.15 1.98 -0.73 0.09
H -4.70 3.72 0.33 0.09
H -2.58 3.12 1.36 0.09
H -1.90 0.74 1.48 0.11
C -2.22 1.15 -1.95 0.03
C -2.14 0.38 -0.66 -0.58
O -1.16 -0.53 -0.59 -0.22
H -3.02 1.89 -1.97 0.07
H -2.37 0.45 -2.77 0.09
H -1.27 1.67 -2.10 0.07
```

The value obtained for the lowest unoccupied orbital energy is 1.4 eV. The highest occupied orbital energy comes out at -4.1 eV. Its relative energy (zero: lowest compared OMol25 entry of this formula, charge and spin) is 17.2 kcal/mol. The total charge is -1. The calculation puts the orbital gap at 5.48 eV.



(4)
This record from the Open Molecules 2025 dataset describes a structure of composition C53H46N5S4Se4Tc in a non-equilibrium geometry. The level of theory is ωB97M-V with the def2-TZVPD basis set.

The geometry in XYZ format:
```
113
Properties=species:S:1:pos:R:3:mulliken_spin:R:1
Tc 0.52 1.01 -3.30 1.36
N 0.74 -1.56 -1.93 -0.11
S 2.13 -2.68 -1.37 -0.01
N 1.84 -3.38 -0.14 -0.05
S -0.43 -1.83 1.20 -0.01
N -1.50 -0.63 1.39 0.01
S -1.48 0.72 0.47 0.02
N 0.62 -0.54 -2.48 -0.09
C -2.36 3.61 2.09 0.29
C -0.34 4.74 0.94 -0.05
C -0.79 6.16 0.78 0.28
C -2.08 6.54 0.75 -0.12
C -3.22 5.69 0.90 0.41
C -3.31 4.41 1.46 -0.20
C -2.87 2.49 2.91 0.06
C -4.03 1.79 2.55 0.07
C -4.57 0.83 3.38 -0.03
C -3.97 0.54 4.60 0.06
C -2.81 1.20 4.96 -0.03
C -2.27 2.17 4.12 0.07
C -0.25 -2.45 2.86 0.00
C -1.37 -2.60 3.66 0.00
C -1.20 -3.07 4.95 0.00
C 0.08 -3.38 5.42 0.00
C 1.18 -3.23 4.60 0.00
C 1.02 -2.76 3.30 0.00
C -1.42 -3.17 0.50 0.00
C -1.10 -4.49 0.78 0.00
C -1.86 -5.50 0.20 0.00
C -2.91 -5.18 -0.65 0.00
C -3.20 -3.85 -0.93 0.00
C -2.46 -2.84 -0.35 0.00
C 2.13 -3.64 -2.87 -0.01
C 2.06 -3.06 -4.13 0.00
C 2.01 -3.89 -5.24 0.00
C 2.05 -5.27 -5.08 0.00
C 2.14 -5.83 -3.82 0.00
C 2.17 -5.01 -2.70 0.00
C 3.68 -1.79 -1.42 0.00
C 3.87 -0.59 -2.07 0.00
C 5.11 0.03 -2.01 0.00
C 6.15 -0.58 -1.33 0.00
C 5.96 -1.80 -0.69 0.00
C 4.71 -2.41 -0.72 0.00
H 0.74 4.76 1.09 0.00
H -0.01 6.91 0.68 0.01
H -2.29 7.59 0.56 0.00
H -4.17 6.13 0.61 0.01
H -4.32 4.05 1.51 -0.01
H -4.50 1.98 1.60 0.00
H -5.47 0.31 3.09 0.00
H -4.41 -0.19 5.27 0.00
H -2.33 0.98 5.90 0.00
H -1.39 2.71 4.45 0.01
H -2.35 -2.36 3.28 0.00
H -2.06 -3.20 5.60 0.00
H 0.21 -3.74 6.44 0.00
H 2.17 -3.47 4.97 0.00
H 1.87 -2.65 2.64 0.00
H -0.28 -4.73 1.43 0.00
H -1.62 -6.54 0.41 0.00
H -3.50 -5.97 -1.09 0.00
H -4.02 -3.61 -1.59 0.00
H -2.68 -1.80 -0.56 0.00
H 2.04 -1.99 -4.24 0.00
H 1.96 -3.45 -6.23 0.00
H 2.01 -5.91 -5.96 0.00
H 2.18 -6.90 -3.71 0.00
H 2.22 -5.42 -1.69 0.00
H 3.07 -0.12 -2.61 0.00
H 5.26 0.98 -2.51 0.00
H 7.13 -0.11 -1.29 0.00
H 6.77 -2.28 -0.17 0.00
H 4.53 -3.35 -0.22 0.00
C 1.22 0.41 3.70 0.00
C 1.78 1.17 2.50 0.00
C 2.43 0.15 1.55 0.00
C 2.90 2.12 2.97 0.00
C 0.64 1.99 1.84 -0.01
C 0.11 2.97 2.57 0.03
C -0.91 4.03 2.20 0.06
C -0.55 3.92 -0.30 0.02
S -1.34 4.58 -1.68 0.02
C -0.99 3.18 -2.56 0.02
N -0.30 2.29 -1.87 -0.06
C -0.12 2.65 -0.54 -0.02
C 0.22 1.60 0.45 -0.01
C -1.60 2.70 -3.81 0.05
C -2.50 3.44 -4.57 0.03
C -3.20 2.81 -5.58 0.02
C -3.01 1.46 -5.83 -0.02
C -2.06 0.73 -5.12 0.06
C -1.33 1.34 -4.11 -0.16
H 2.01 -0.15 4.21 0.00
H 0.45 -0.30 3.39 0.00
H 0.76 1.08 4.43 0.00
H 3.25 -0.35 2.08 0.00
H 2.87 0.64 0.67 0.00
H 1.74 -0.63 1.22 0.00
H 3.77 1.54 3.28 0.00
H 2.59 2.74 3.81 0.00
H 3.21 2.78 2.15 0.00
H 0.56 3.13 3.54 0.01
H -0.90 4.79 2.99 0.00
H 0.89 0.87 0.01 0.01
H -2.67 4.48 -4.33 0.00
H -3.92 3.37 -6.17 0.00
H -3.58 0.97 -6.61 0.00
H -1.90 -0.31 -5.34 0.01
Se 1.74 0.69 -5.51 -0.04
Se 0.28 1.42 -7.38 0.31
Se 0.15 3.58 -7.09 0.70
Se 2.15 2.62 -4.35 0.02
```

The value obtained for the lowest unoccupied orbital energy (alpha / beta) is -3.7 / -4.5 eV. The highest occupied orbital energy (alpha / beta) comes out at -8.7 / -8.9 eV. Its spin multiplicity is 4. Its relative energy (zero: lowest compared OMol25 entry of this formula, charge and spin) is 68.1 kcal/mol. The total charge is +1. The calculation puts the orbital gap (alpha / beta) at 4.97 / 4.43 eV.